The following is a DFT calculation (ωB97M-V/def2-TZVPD) of C17H25N5O2Sc as an isolated structure at a distorted geometry.

Element x y z (Å)
1 Sc -0.5911 -0.3183 0.2720
2 C 0.2443 -2.7539 -1.4153
3 C 1.3233 -2.6590 -0.3569
4 N 1.6272 -1.2252 -0.0916
5 C 2.4209 -0.6049 -1.1690
6 C 1.7988 0.6757 -1.6695
7 C 2.5284 1.7167 -2.2137
8 C 1.8340 2.7846 -2.7686
9 C 0.4475 2.7740 -2.7789
10 C -0.2084 1.7056 -2.1800
11 C -1.7169 1.5514 -2.1824
12 N -2.1795 0.5654 -1.1909
13 C -2.8097 -0.6662 -1.7615
14 C -1.7548 -1.6833 -2.1462
15 N -0.8625 -1.9228 -1.0372
16 N 0.4659 0.7091 -1.6098
17 H -0.0212 -3.8172 -1.5260
18 H 0.6591 -2.4573 -2.3995
19 H 2.2257 -3.2063 -0.6451
20 H 0.9430 -3.0959 0.5701
21 H 2.1774 -1.1612 0.7579
22 H 2.4488 -1.2859 -2.0227
23 H 3.4567 -0.4382 -0.8700
24 H 3.6094 1.6866 -2.2211
25 H 2.3712 3.6171 -3.2036
26 H -0.1118 3.5785 -3.2380
27 H -2.0118 1.2397 -3.1891
28 H -2.1934 2.5191 -2.0122
29 H -2.8646 1.0007 -0.5848
30 H -3.4275 -0.4102 -2.6273
31 H -3.4520 -1.0644 -0.9782
32 H -1.1946 -1.3048 -3.0270
33 H -2.2740 -2.5873 -2.5001
34 H -2.3863 -1.8042 1.0296
35 O -0.8680 1.8093 1.0599
36 C -0.6916 2.1226 2.4514
37 C -0.0825 0.9605 3.1923
38 C 0.0203 1.0196 4.5754
39 C 0.5747 -0.0512 5.2474
40 C 0.9976 -1.1536 4.5166
41 C 0.8475 -1.1283 3.1478
42 N 0.3289 -0.0860 2.4859
43 H -0.7173 2.6007 0.5332
44 H -1.6671 2.3551 2.8805
45 H -0.0475 2.9984 2.5478
46 H -0.3387 1.8908 5.1077
47 H 0.6662 -0.0349 6.3249
48 H 1.4209 -2.0235 4.9973
49 H 1.1320 -1.9883 2.5524
50 O -2.0971 -0.9489 1.3659

The value obtained for the relative energy (zero: lowest compared OMol25 entry of this formula, charge and spin) is 0.00 kcal/mol. The frontier orbital gap comes out at 7.28 eV. As for the net charge: +1. The electronic energy comes out at -1847.7387 a.u. The LUMO energy is -2.6 eV.